{"formula": "C34H42N4P2Re", "method": "ωB97M-V with the def2-TZVPD basis set", "orbital_gap_ev": [5.821, 2.598], "charge": 2, "total_energy_ev": -62581.6637, "lumo_ev": [-6.11, -9.03], "multiplicity": 4, "symbols": ["Re", "C", "C", "C", "C", "C", "C", "C", "C", "C", "H", "H", "H", "H", "H", "H", "H", "H", "H", "H", "H", "H", "H", "H", "H", "P", "P", "N", "N", "N", "N", "C", "C", "C", "C", "C", "C", "C", "C", "C", "C", "C", "C", "C", "C", "C", "C", "C", "C", "H", "H", "H", "H", "H", "H", "H", "H", "H", "H", "H", "H", "H", "H", "H", "H", "H", "H", "H", "H", "C", "C", "C", "C", "C", "C", "C", "H", "H", "H", "H", "H", "H", "H"], "coordinates": [[0.16561, -0.32506, 1.37629], [-0.84013, 1.83820, 3.40052], [-1.48835, 1.28585, 2.30118], [-1.61684, 2.06960, 0.98899], [-0.27429, 2.50113, 0.37937], [0.85963, 1.48489, 0.55244], [1.58105, 1.34636, 1.80780], [1.54650, 2.50684, 2.81600], [0.15714, 2.92655, 3.32634], [1.59364, -1.72142, 1.59239], [-1.01039, 1.41640, 4.38666], [-2.32703, 0.58333, 2.45768], [-2.23924, 2.96651, 1.18374], [-2.16029, 1.43265, 0.26530], [-0.42715, 2.68504, -0.70195], [0.04716, 3.48040, 0.81253], [1.43616, 1.31588, -0.35889], [2.60246, 0.93766, 1.72313], [2.01117, 3.39963, 2.32780], [2.18743, 2.24518, 3.68676], [0.27819, 3.32903, 4.34549], [-0.25729, 3.72054, 2.69121], [1.98258, -1.69292, 2.61771], [2.37193, -1.66924, 0.80787], [0.93980, -2.60404, 1.46165], [1.64503, -1.15066, -1.26287], [-2.17875, -0.30294, -1.40059], [3.07780, -0.14474, -1.85977], [2.26802, -2.50514, -2.44807], [-2.19122, 1.07746, -2.59127], [-3.67092, -0.94027, -2.37287], [0.40921, -0.50695, -2.41413], [-0.93239, -1.27748, -2.31255], [4.26620, -0.04033, -1.13951], [5.14714, 0.77949, -1.83447], [4.50901, 1.16751, -3.04323], [3.25158, 0.56606, -3.04442], [2.59920, -3.78695, -2.01492], [3.09466, -4.55081, -3.09387], [3.06356, -3.68070, -4.24330], [2.55971, -2.43345, -3.81403], [-2.37383, 2.41516, -2.19750], [-2.16998, 3.24414, -3.28835], [-2.00854, 2.39576, -4.42442], [-2.00297, 1.07545, -3.97117], [-4.59552, -0.23907, -3.16520], [-5.44333, -1.14667, -3.80758], [-5.07583, -2.45160, -3.35483], [-3.97636, -2.29869, -2.50645], [0.75443, -0.47955, -3.46064], [0.30821, 0.53595, -2.08521], [-1.26175, -1.56503, -3.32123], [-0.82770, -2.21454, -1.74066], [4.36548, -0.55242, -0.18440], [6.14287, 1.06037, -1.51105], [4.91646, 1.80024, -3.83456], [2.47008, 0.59701, -3.79322], [2.44727, -4.04976, -0.99340], [3.42061, -5.57367, -3.06373], [3.36054, -3.92967, -5.23685], [2.39607, -1.54259, -4.39060], [-2.67317, 2.63663, -1.19083], [-2.13805, 4.33197, -3.25961], [-1.92344, 2.69251, -5.45298], [-1.90018, 0.15073, -4.53384], [-4.57201, 0.83900, -3.23355], [-6.22426, -0.88307, -4.51215], [-5.56524, -3.38699, -3.61953], [-3.39491, -3.04129, -1.98213], [-0.61009, -1.21073, 3.39014], [-0.47845, -0.82187, 4.88586], [0.73040, -0.32335, 5.38354], [0.82016, 0.16996, 6.69218], [-0.27682, 0.08411, 7.55559], [-1.47192, -0.47569, 7.08455], [-1.57708, -0.92058, 5.76869], [-0.22754, -2.24494, 3.29397], [-1.69786, -1.25999, 3.18107], [1.58830, -0.27125, 4.71545], [1.75107, 0.60334, 7.05059], [-0.19914, 0.43905, 8.59154], [-2.32792, -0.57119, 7.75851], [-2.51527, -1.34626, 5.40586]]}

{"formula": "C6H14O2", "method": "ωB97M-V with the def2-TZVPD basis set", "orbital_gap_ev": 9.712, "smiles": "C=C/C(C)=C/C.O.O", "total_energy_ev": -10541.6628, "lumo_ev": 0.63, "symbols": ["C", "C", "C", "C", "C", "C", "H", "H", "H", "H", "H", "H", "H", "H", "H", "H", "O", "H", "H", "O", "H", "H"], "coordinates": [[-0.28481, -0.79309, 2.83699], [0.31159, -0.15353, 1.82565], [-0.42002, 0.20515, 0.59916], [-1.48841, 1.24643, 0.78255], [-0.25249, -0.26106, -0.65102], [-0.94156, 0.20519, -1.89436], [-1.33572, -0.93742, 2.94031], [0.12811, -0.78042, 3.83358], [1.35160, 0.13178, 1.93173], [-1.08609, 2.14691, 1.26876], [-2.18158, 0.86752, 1.56609], [-2.16780, 1.43214, -0.02198], [0.39404, -1.07676, -0.88251], [-0.26889, 1.03240, -2.22544], [-2.01200, 0.44142, -1.93664], [-0.82711, -0.37702, -2.82505], [2.65053, 0.63082, -0.33893], [2.39623, 0.53359, 0.58173], [2.29307, 1.50393, -0.56152], [1.27862, -2.33177, -2.52189], [1.95320, -1.89312, -1.99244], [0.50949, -1.77310, -2.31475]]}

{"formula": "CH7NO", "method": "ωB97M-V with the def2-TZVPD basis set", "orbital_gap_ev": 10.140, "total_energy_ev": -4684.2852, "lumo_ev": 0.51, "symbols": ["C", "H", "H", "H", "H", "H", "H", "H", "N", "O"], "coordinates": [[-0.97427, -0.61890, 0.03776], [-1.06034, 1.36570, -0.62944], [-0.63852, 1.06273, 1.11642], [-0.98166, -1.11841, 0.98808], [-2.12517, -0.92110, -0.55815], [0.04189, -1.18441, -0.50824], [1.33471, 0.07892, -0.15187], [2.70910, 0.81946, -0.54078], [-0.48778, 0.76159, 0.09944], [2.18205, -0.24558, 0.14680]]}

{"formula": "C3H4NOP", "method": "ωB97M-V with the def2-TZVPD basis set", "orbital_gap_ev": [6.745, 6.343], "total_energy_ev": -15996.9792, "lumo_ev": [-0.89, -1.03], "symbols": ["C", "C", "C", "N", "O", "P", "H", "H", "H", "H"], "coordinates": [[-1.48002, 0.00800, -1.27168], [-0.08543, -0.06960, -1.03182], [0.50931, 0.14558, 0.32455], [-0.80013, 0.91953, -1.86852], [2.28071, -2.60259, -1.32410], [1.27889, -2.19086, -2.33126], [-2.46047, -0.26450, -1.04817], [1.32941, -0.59832, 0.58727], [-0.26789, 0.22707, 0.96201], [1.17269, 1.07435, 0.34047]]}

{"formula": "C39H43FHfN7O4", "method": "ωB97M-V with the def2-TZVPD basis set", "orbital_gap_ev": 7.390, "charge": 3, "total_energy_ev": -63765.9778, "lumo_ev": -7.40, "symbols": ["Hf", "C", "C", "N", "C", "C", "C", "O", "O", "C", "O", "C", "C", "C", "F", "C", "C", "C", "N", "C", "C", "N", "C", "C", "H", "H", "H", "H", "H", "H", "H", "H", "H", "H", "H", "H", "H", "H", "H", "H", "H", "H", "C", "C", "C", "C", "C", "C", "C", "O", "C", "C", "C", "H", "H", "H", "H", "H", "H", "H", "H", "H", "H", "H", "H", "N", "C", "C", "C", "N", "C", "N", "C", "N", "C", "C", "C", "C", "C", "C", "C", "C", "H", "H", "H", "H", "H", "H", "H", "H", "H", "H", "H", "H", "H"], "coordinates": [[-0.57128, 0.02519, 0.68178], [4.44037, 5.99958, 1.42061], [3.97702, 5.46378, 0.08024], [2.76842, 4.60923, 0.20625], [2.93330, 3.29295, 0.22741], [1.90162, 2.37974, 0.33911], [2.32025, 0.93816, 0.35117], [3.45343, 0.61217, 0.54715], [1.31528, 0.09075, 0.13998], [0.59266, 2.85532, 0.45967], [-0.45749, 2.08364, 0.57665], [0.40660, 4.27466, 0.48159], [-0.87334, 4.84426, 0.60773], [-1.03844, 6.18836, 0.57920], [-2.28561, 6.66741, 0.73122], [0.03633, 7.10913, 0.41110], [1.29982, 6.53794, 0.31166], [1.49498, 5.14824, 0.33773], [-0.18928, 8.48087, 0.37078], [0.86694, 9.42385, 0.02972], [0.80331, 10.64919, 0.93042], [-0.63669, 11.12388, 1.06695], [-1.51286, 10.53146, 0.00139], [-1.54505, 9.02182, 0.16994], [5.31894, 6.62658, 1.27387], [4.71910, 5.18493, 2.08825], [3.67089, 6.59430, 1.91396], [4.73909, 4.83815, -0.37837], [3.75515, 6.24901, -0.63981], [3.94775, 2.92297, 0.14567], [-1.74251, 4.21260, 0.72433], [2.16770, 7.15852, 0.20349], [0.81681, 9.71021, -1.02574], [1.85081, 9.00044, 0.17697], [1.38273, 11.47200, 0.51790], [1.15504, 10.43172, 1.93574], [-0.67755, 12.14393, 1.03397], [-1.00001, 10.85690, 1.98360], [-1.10814, 10.85935, -0.95302], [-2.51268, 10.94489, 0.11318], [-2.02508, 8.61042, -0.72166], [-2.17551, 8.77617, 1.02274], [-9.10908, -0.54363, 0.36658], [-7.67161, -0.33061, 0.71144], [-6.70844, -0.24354, -0.29782], [-5.37081, -0.08008, -0.01720], [-4.40303, 0.00002, -1.15965], [-4.97620, 0.00139, 1.35659], [-3.64101, 0.13308, 1.75640], [-2.62977, 0.20462, 0.98975], [-5.95717, -0.07878, 2.39988], [-5.60297, 0.01076, 3.86104], [-7.27595, -0.24262, 2.05010], [-9.33181, -0.22057, -0.64791], [-9.76509, -0.02622, 1.06471], [-9.34063, -1.61032, 0.43449], [-7.02649, -0.30798, -1.33072], [-4.93984, -0.07124, -2.10246], [-3.66740, -0.80397, -1.11913], [-3.84881, 0.93976, -1.14711], [-3.42338, 0.16413, 2.82558], [-5.14480, 0.96933, 4.10905], [-4.91814, -0.78101, 4.16918], [-6.50170, -0.08761, 4.46425], [-8.02920, -0.30528, 2.82522], [-0.97489, -1.40549, -0.85908], [-0.38165, -2.28840, -1.36466], [0.28948, -3.38412, -1.78927], [0.19700, -4.45582, -0.86211], [0.04515, -5.20086, 0.00453], [1.05764, -3.38922, -2.98629], [1.68996, -3.37278, -3.94507], [0.34029, -4.98916, 3.68619], [0.08740, -4.17120, 2.46468], [-1.36128, -3.89386, 2.29075], [0.93338, -2.92396, 2.36858], [0.52445, -1.77959, 3.26608], [0.91546, -1.79407, 4.60071], [0.62431, -0.72626, 5.44305], [-0.03272, 0.38659, 4.94328], [-0.39868, 0.41206, 3.60098], [-0.14800, -0.66401, 2.73969], [-0.21178, -5.92023, 3.58925], [-0.00616, -4.43956, 4.55676], [1.40530, -5.19429, 3.75478], [0.36095, -4.74332, 1.63936], [-1.71692, -3.32899, 3.14904], [-1.88264, -4.84385, 2.20974], [-1.49897, -3.32680, 1.37158], [0.89736, -2.64732, 1.31410], [1.95246, -3.24640, 2.58253], [1.49208, -2.62413, 4.99056], [0.93679, -0.75679, 6.47799], [-0.24225, 1.23256, 5.58422], [-0.87676, 1.32074, 3.23056]]}